84
Properties=species:S:1:pos:R:3:forces:R:3:mulliken_charge:R:1 method="wB97M-V/def2-TZVPD" multiplicity=1 e_tot_ev=-49643.6480 homo_lumo_gap_ev=9.61
C -1.392645 1.804444 3.663398 0.992 -0.779 1.157 -0.974
O -0.632246 0.609195 3.787954 0.008 -0.297 -0.433 -0.328
C 0.779433 0.755242 3.787153 0.075 0.122 0.323 0.077
C 1.379420 -0.598057 4.101091 -1.838 -1.091 0.445 -1.303
N 1.133729 -1.614625 3.058499 0.161 0.307 -0.402 0.027
C -0.189398 -2.288909 2.929360 1.229 0.497 0.055 -0.439
C 0.015123 -3.484844 1.965679 -0.774 1.390 1.566 -0.619
O 0.871257 -4.372240 2.612652 0.576 -0.405 -0.186 -0.389
C 1.297187 -5.411875 1.723913 -1.334 1.052 0.606 -0.769
H -0.876584 2.497049 3.034617 0.043 0.602 -0.829 0.401
H -1.434618 2.228328 4.657422 -0.336 0.490 0.319 0.349
H -2.379159 1.528246 3.336546 -0.339 0.069 -0.317 0.250
H 1.115574 1.454793 4.603404 -0.310 -0.273 -0.818 0.400
H 1.167154 1.086324 2.782377 -0.390 0.043 0.794 0.045
H 0.980102 -1.009081 5.075597 0.363 0.757 -0.576 0.397
H 2.426312 -0.429243 4.191828 1.021 -0.171 0.066 0.542
H 1.817531 -2.344182 3.183848 0.189 -0.195 -0.043 0.168
H -0.845413 -1.505436 2.537837 -0.384 -0.588 0.050 0.151
H -0.556172 -2.661982 3.912027 0.019 0.193 -0.519 0.476
H 0.375516 -3.168655 1.003448 0.520 0.298 -0.542 0.306
H -0.953584 -3.917847 1.823930 -0.822 -0.621 -0.261 0.502
H 1.760673 -4.951615 0.867709 1.146 -0.039 -0.198 0.304
H 0.399403 -5.835452 1.276199 -0.144 -0.798 0.270 0.329
H 1.858837 -6.079245 2.364163 0.295 -0.320 -0.586 0.260
O 6.357055 -1.581457 1.646388 -0.150 -0.253 -0.039 -0.615
C 4.913011 -1.718384 1.540550 0.699 2.067 -0.857 -0.415
C 4.295095 -0.294940 1.847935 0.987 -0.730 -0.481 1.163
O 4.887981 0.124306 3.053839 0.264 0.235 1.181 -0.605
H 6.724914 -1.006054 0.957504 -0.511 -0.224 0.123 0.330
H 4.657202 -2.202957 0.583956 -0.256 0.428 0.397 0.305
H 4.658899 -2.319076 2.386289 -0.294 -0.673 0.388 0.332
H 3.227465 -0.330241 1.999900 -0.419 -0.360 0.017 -0.873
H 4.450836 0.512322 1.098833 0.252 -0.802 -0.094 -0.034
H 5.707369 -0.372855 3.261365 -0.662 0.321 -0.708 0.391
O 3.174375 -0.851976 -1.678614 1.118 -0.779 -0.686 -0.494
C 3.974543 0.209766 -2.183382 -1.319 -0.246 0.786 -0.316
C 3.204869 0.928676 -3.284388 0.609 1.001 0.919 -0.471
O 2.146128 1.628750 -2.534714 1.711 -0.280 -0.723 -0.437
H 2.499324 -0.545879 -1.086921 -0.647 0.461 0.639 0.365
H 4.140248 0.938034 -1.364052 0.102 -0.059 -0.498 0.136
H 4.923787 -0.233872 -2.431395 0.374 -0.016 -0.590 0.427
H 2.829298 0.291289 -4.101379 -0.137 0.001 0.658 0.305
H 3.905996 1.647769 -3.754329 -0.573 0.083 0.187 0.307
H 1.330216 1.364105 -2.929984 -1.090 -0.401 -0.549 0.376
O -0.177365 1.875651 -0.034486 -0.493 0.959 0.596 -0.752
C -0.832755 0.673340 0.426844 -0.534 1.237 -1.246 2.080
C -0.185553 -0.461831 -0.296953 -0.366 -0.292 -0.880 -0.144
O 1.138818 -0.654988 0.167188 -0.276 0.017 -0.396 0.005
H 0.554752 1.713448 -0.643415 0.138 -0.422 0.222 0.317
H -0.746841 0.599477 1.530002 -0.115 -0.048 -0.658 -1.094
H -1.911470 0.798838 0.089770 1.024 -0.506 0.640 -0.343
H -0.108208 -0.178838 -1.391894 -0.145 -0.517 1.139 -0.162
H -0.835631 -1.343990 -0.193165 0.373 -0.117 -0.131 0.186
H 1.092547 -0.755875 1.126416 0.356 -0.396 0.626 -0.351
O -3.334429 -1.373283 -1.195094 -0.682 -0.410 -1.402 -0.364
C -4.578716 -0.795458 -0.847919 -0.196 -0.384 1.587 -0.518
C -5.171166 0.255898 -1.715085 1.822 1.377 -1.575 -0.538
O -4.298940 1.446285 -1.852546 -1.155 -2.025 -1.442 -0.342
H -3.421624 -1.695201 -2.119679 0.408 0.318 0.499 0.292
H -5.412418 -1.542675 -0.661778 1.036 0.401 -0.046 0.345
H -4.302906 -0.294893 0.085922 -0.591 -0.181 0.335 0.264
H -6.139352 0.512494 -1.343481 -0.689 0.360 0.463 0.443
H -5.321807 -0.109751 -2.747288 0.205 0.214 0.320 0.274
H -4.157152 1.923711 -1.050422 -0.106 0.502 1.226 0.275
O -1.141841 3.722170 -2.142319 0.739 -0.111 -0.001 -0.502
C -2.439848 4.216249 -2.282611 -0.149 1.359 -0.634 -0.143
C -3.120652 4.709125 -1.006445 0.720 -1.908 -0.679 -0.695
O -3.425228 3.552820 -0.169153 -0.840 1.094 -0.643 -0.572
H -1.087459 3.158906 -1.368129 0.169 -0.467 0.521 0.384
H -2.328844 5.094442 -2.969700 -0.336 -0.650 0.395 0.393
H -3.073089 3.461775 -2.751595 -0.247 0.051 -0.008 0.100
H -4.025726 5.131309 -1.358433 -1.281 0.245 0.071 0.400
H -2.582394 5.496167 -0.511288 0.517 0.073 0.550 0.341
H -2.690998 3.331336 0.381325 0.951 -0.007 0.535 0.252
O -0.354698 1.171775 -3.671111 -1.753 0.785 0.616 -0.718
C -1.699504 0.560987 -3.480557 1.395 -0.129 -0.155 0.421
C -1.526497 -0.773725 -4.184834 -1.895 1.926 0.325 -0.757
O -2.807565 -1.393567 -4.130422 -0.253 -0.341 -0.221 -0.546
H -0.415354 2.103269 -3.347968 -0.212 -0.591 -0.297 0.314
H -1.934870 0.406719 -2.428772 0.068 0.251 0.058 -0.317
H -2.541807 1.102905 -3.948223 0.674 0.119 0.130 0.396
H -0.847557 -1.379772 -3.670748 1.525 -0.803 0.466 0.383
H -1.246208 -0.448039 -5.171937 0.351 -0.734 -0.725 0.342
H -2.685686 -2.294874 -4.428068 -0.179 -0.267 -0.194 0.307

***

84
Properties=species:S:1:pos:R:3:forces:R:3:mulliken_charge:R:1 method="wB97M-V/def2-TZVPD" multiplicity=1 e_tot_ev=-43714.0568 homo_lumo_gap_ev=9.49
C -2.463389 -2.733305 -3.068700 -1.396 0.447 0.296 -0.574
O -1.277867 -3.440188 -3.095931 1.979 -0.623 0.062 -0.325
C -0.108379 -2.627784 -3.182147 -0.441 1.835 2.064 0.041
C 1.205874 -3.285450 -2.703009 -0.443 -1.139 -0.937 0.192
C 0.941530 -4.395654 -1.627704 1.024 1.375 -0.752 -1.451
N 2.102497 -2.213446 -2.249659 0.314 -1.356 1.775 -0.368
H -2.764738 -2.484211 -4.097620 -0.164 0.204 0.253 0.292
H -2.397581 -1.810627 -2.451158 0.070 -0.325 -0.357 0.152
H -3.257934 -3.364727 -2.596184 0.691 0.361 -0.494 0.227
H -0.024303 -2.064289 -4.119215 0.075 -0.617 -0.407 0.402
H -0.224204 -1.777047 -2.429564 -0.167 -0.838 -0.631 -0.236
H 1.684427 -3.814391 -3.556545 -0.373 0.129 0.238 0.345
H 0.671539 -3.971037 -0.663288 0.158 -0.003 0.139 0.159
H 1.839638 -5.007617 -1.598989 0.175 0.022 0.548 0.465
H 0.160490 -5.043240 -1.942766 -0.793 -0.376 -0.397 0.387
H 2.170180 -1.437633 -2.860974 0.114 0.597 -0.798 0.156
H 3.043857 -2.568877 -2.008472 -0.884 0.377 -0.455 0.165
C 3.250036 3.002190 -1.941713 -0.411 -0.675 -0.477 -0.914
O 3.031143 1.629845 -1.660334 0.835 -0.295 1.021 -0.174
C 4.110998 1.174724 -0.791497 0.326 -1.120 -1.377 -0.750
C 5.482476 0.877522 -1.599040 -0.338 -0.285 -0.445 0.522
C 5.389340 -0.533407 -2.227186 -0.723 1.285 -1.272 -1.406
N 6.620578 0.936287 -0.703413 -1.279 0.760 0.248 -0.584
H 4.120881 3.094499 -2.547911 0.853 0.313 -0.555 0.257
H 3.403227 3.528635 -1.033140 0.067 0.751 0.924 0.392
H 2.424802 3.436974 -2.490113 -0.395 -0.201 -0.006 0.300
H 4.314312 1.859785 0.036537 -0.099 0.192 -0.228 0.350
H 3.773502 0.192478 -0.348663 0.268 0.966 -0.466 0.270
H 5.713477 1.547662 -2.485009 -0.838 -0.239 1.241 0.281
H 5.317860 -1.298454 -1.478176 -0.005 -0.459 0.471 0.433
H 6.261948 -0.702481 -2.879776 -0.346 -0.098 0.292 0.408
H 4.463271 -0.542279 -2.858586 0.737 -0.268 0.431 0.178
H 6.855023 0.043016 -0.358735 0.735 -0.743 0.357 0.198
H 7.376716 1.517697 -0.980220 0.511 0.048 -0.157 0.200
C -2.633006 6.729420 2.333238 0.515 1.550 2.198 -0.777
O -1.521019 5.994790 1.938729 1.119 -0.008 -0.524 -0.340
C -1.656256 4.621557 2.097757 -1.036 -2.506 0.293 -0.665
C -0.699674 3.749189 1.210991 0.564 0.958 -0.459 1.626
C 0.801472 3.904186 1.560256 -1.473 1.476 0.952 -1.673
N -0.960054 4.039718 -0.255979 -0.631 -1.829 1.922 -0.600
H -3.526402 6.479808 1.823760 -1.011 -0.695 -0.569 0.335
H -2.490728 7.835257 2.178490 0.366 -1.135 -0.041 0.251
H -2.754925 6.594637 3.445929 -0.325 0.127 -0.882 0.306
H -1.650950 4.190236 3.162410 0.563 1.139 -0.805 0.334
H -2.689164 4.291607 1.805945 0.560 0.463 -0.144 0.064
H -0.981802 2.714483 1.435957 -0.214 0.058 -0.303 -0.461
H 0.988104 4.975499 1.642713 0.307 0.162 -0.403 0.400
H 1.524238 3.444401 0.937129 0.345 -0.548 -1.008 0.245
H 0.997434 3.572450 2.566625 -0.126 -0.479 0.459 0.412
H -1.982270 4.185953 -0.248861 0.957 0.396 -0.940 0.266
H -0.373491 4.758087 -0.639798 -0.364 0.615 0.181 0.201
C 0.317813 -3.932005 2.603077 0.782 0.348 -3.434 -0.970
O -0.718404 -3.046546 2.209271 -0.497 -0.665 1.041 -0.139
C -1.957443 -3.252890 2.982476 2.096 1.167 0.090 -0.889
C -2.980671 -3.644315 2.005121 -2.468 0.886 0.025 0.524
C -2.690915 -4.992014 1.390725 -0.058 0.867 -0.881 -1.186
N -3.125745 -2.605354 0.980111 -0.036 -1.364 -0.931 -0.392
H 1.153790 -3.705857 1.849016 -0.812 -0.296 1.345 0.220
H 0.087983 -4.992085 2.438693 -0.309 0.109 0.183 0.355
H 0.627429 -3.757859 3.585556 0.612 0.265 1.618 0.376
H -1.764030 -4.070689 3.669525 -0.098 0.129 0.573 0.549
H -2.161802 -2.266663 3.497970 0.007 -1.200 -0.387 0.236
H -3.949910 -3.663238 2.551154 0.367 -0.213 -0.134 0.333
H -3.541237 -5.454285 0.888841 -0.023 0.196 0.078 0.301
H -2.318937 -5.643698 2.147699 0.366 -0.727 0.369 0.365
H -1.928872 -4.759135 0.639420 0.173 -0.684 0.014 0.126
H -2.921417 -1.691260 1.320038 0.052 0.771 0.307 0.237
H -2.424680 -2.800247 0.264879 -0.259 0.255 0.016 -0.111
N -0.213308 0.982838 -0.890580 0.597 -1.688 0.236 -0.080
C -0.711512 -0.002642 -0.060231 -0.567 1.324 0.301 0.143
N -0.005405 -1.177959 0.134392 -1.956 1.116 0.299 0.162
O -1.805671 0.212807 0.513696 1.088 -1.015 -0.277 -0.453
H -0.392946 1.992477 -0.849338 -0.563 -0.462 0.445 0.278
H 0.657621 0.706475 -1.286025 0.768 0.362 -0.439 0.118
H 0.849969 -1.499426 -0.226994 1.209 0.451 -1.138 0.095
H -0.500423 -1.901689 0.625705 -0.276 0.089 0.496 -0.178
N -3.635245 1.289224 2.332060 -1.022 2.012 0.821 -0.380
C -4.225481 2.301806 1.519714 0.038 -1.375 -0.445 0.318
N -3.894286 2.160522 0.190286 0.431 -0.525 -0.433 -0.248
O -5.012117 3.169718 1.871577 0.648 -0.493 0.628 -0.663
H -3.659223 1.546467 3.333408 0.092 -0.375 -1.068 0.238
H -2.808464 0.809237 1.990089 -0.118 0.242 -0.115 0.422
H -4.521160 2.570507 -0.477551 -0.186 0.256 0.198 0.219
H -3.428026 1.311335 -0.140145 -0.030 0.490 0.524 0.157

***

80
Properties=species:S:1:pos:R:3:forces:R:3:mulliken_charge:R:1 method="wB97M-V/def2-TZVPD" charge=-1 multiplicity=1 e_tot_ev=-37948.6181 homo_lumo_gap_ev=4.23
C 2.007223 -0.969936 0.578003 0.261 0.389 -0.505 -0.938
C 0.592603 -0.422766 0.713802 -1.813 -1.353 2.360 -0.175
O -0.131637 -0.931376 1.822102 1.006 0.197 -0.900 -0.910
H 2.513353 -1.004786 1.542742 -0.120 -0.146 0.090 0.270
H 2.584443 -0.310246 -0.069867 0.315 0.336 -0.175 0.316
H 2.056723 -1.930396 0.065003 -0.205 -0.358 0.356 0.249
H 0.003373 -0.683206 -0.165447 0.096 0.078 -1.001 0.110
H 0.604973 0.664974 0.782972 0.386 0.689 -0.200 0.099
C -0.490807 -7.536636 4.009172 -0.484 -0.977 -0.125 -1.125
C -0.377777 -6.250886 3.222093 -0.803 -0.165 0.565 -0.096
O 0.831293 -5.639686 3.497993 1.378 0.584 0.288 -0.547
H 0.250503 -8.281156 3.718912 0.244 0.155 -0.033 0.283
H -1.450467 -8.034346 3.869762 -0.230 0.133 -0.498 0.356
H -0.473357 -7.455236 5.095992 0.470 0.650 -0.008 0.297
H -1.150227 -5.556646 3.552922 -0.580 -0.138 -0.212 0.240
H -0.419897 -6.357446 2.138132 -0.585 -0.595 -0.098 0.255
H 0.767793 -4.819446 3.003232 0.585 0.477 0.102 0.330
C 0.705343 -0.076416 -6.570288 0.032 0.610 -0.001 -1.052
C -0.533067 0.686574 -6.082807 0.160 -1.001 -0.198 -0.125
O -1.564007 0.683564 -7.064588 0.117 0.126 -0.490 -0.532
H 0.518683 -1.145576 -6.670968 -0.065 0.082 0.051 0.274
H 1.510043 0.089114 -5.853918 -0.084 -0.250 0.276 0.339
H 1.128533 0.291944 -7.504808 -0.385 0.117 -0.219 0.304
H -0.298587 1.711194 -5.794247 0.158 -0.015 0.135 0.256
H -0.922727 0.107124 -5.245837 0.177 0.352 0.528 0.233
H -2.290367 1.196724 -6.703108 -0.106 -0.028 -0.060 0.302
C 1.739093 -1.606696 9.171163 0.859 0.808 0.031 -1.062
C 1.212553 -2.240906 7.936672 0.730 -0.863 -0.369 -0.171
O 0.197803 -1.484876 7.380993 -0.925 0.450 -0.255 -0.533
H 2.554083 -2.248366 9.506012 -0.312 -0.141 0.754 0.331
H 0.945623 -1.375036 9.881682 0.140 -0.520 0.268 0.282
H 2.235473 -0.654706 8.982942 -0.125 0.188 -0.336 0.284
H 0.925703 -3.259386 8.198492 -0.625 -0.263 0.051 0.239
H 1.998193 -2.405156 7.199182 0.413 0.240 -0.036 0.296
H 0.097123 -1.742476 6.461702 -0.161 0.123 -0.161 0.332
C 4.104643 5.992274 2.681012 -0.412 1.639 -0.514 -0.954
C 3.867883 4.523964 2.688322 0.097 -0.518 0.582 -0.226
O 3.404513 4.118574 3.972973 0.063 -0.214 0.055 -0.507
H 4.811623 6.402014 3.402392 0.271 -0.595 0.249 0.316
H 3.179863 6.527044 2.897612 -0.200 -0.071 -0.031 0.266
H 4.444323 6.370684 1.716893 0.024 -0.173 -0.241 0.301
H 4.789643 4.004414 2.426552 0.053 -0.274 -0.083 0.236
H 3.084623 4.200564 2.002733 0.110 0.239 -0.136 0.282
H 4.152833 4.155314 4.573182 -0.012 -0.024 0.128 0.284
C 4.567683 3.994494 -4.121718 0.176 0.473 0.410 -0.911
C 5.062833 5.461754 -4.153148 -1.716 -1.471 -0.179 -0.247
O 5.878933 5.591214 -5.283248 0.922 0.659 -0.410 -0.525
H 5.439433 3.354564 -4.258198 -0.101 -0.143 0.177 0.275
H 3.866283 3.789714 -4.930538 0.075 0.138 -0.162 0.251
H 4.043143 3.753294 -3.197178 0.139 -0.065 0.120 0.331
H 5.549423 5.733524 -3.216408 0.352 0.076 -0.307 0.286
H 4.180263 6.083644 -4.302877 -0.041 0.363 0.455 0.223
H 5.297163 5.812594 -6.014088 0.186 -0.036 -0.098 0.316
C -1.401247 5.604484 -2.179687 0.420 -0.059 0.842 -0.917
C -1.886577 6.479124 -1.038137 -0.436 0.409 -0.018 -0.223
O -1.186537 6.197484 0.149083 0.766 -0.352 0.203 -0.507
H -1.073257 4.669154 -1.726158 -0.491 -0.365 -0.182 0.287
H -0.484557 5.968604 -2.643578 -0.251 0.366 -0.249 0.254
H -2.230337 5.480994 -2.876447 0.370 -0.207 -0.214 0.295
H -2.945857 6.289274 -0.865007 -0.251 -0.065 -0.117 0.265
H -1.789987 7.535984 -1.286777 0.011 0.228 -0.146 0.262
H -1.459307 6.777234 0.863983 -0.126 0.050 -0.123 0.283
C -2.056737 -5.019726 -3.651787 1.033 -0.345 0.139 -0.930
C -3.304627 -5.654196 -4.230648 0.776 0.462 0.253 -0.203
O -2.986597 -6.122786 -5.551747 -0.823 0.238 0.328 -0.520
H -2.089007 -4.757816 -2.594208 -0.271 -0.024 -0.009 0.341
H -1.740907 -4.135056 -4.204698 -0.458 0.292 -0.067 0.224
H -1.201927 -5.677936 -3.807228 -0.045 -0.349 0.252 0.283
H -4.055307 -4.866356 -4.168378 -0.543 -0.192 -0.619 0.206
H -3.679957 -6.500406 -3.655177 0.238 -0.051 -0.064 0.293
H -2.990217 -5.343566 -6.112458 0.102 -0.021 -0.202 0.306
C -7.584247 -1.841336 0.954332 0.228 -0.830 -0.389 -0.958
C -6.080147 -1.875406 0.671983 0.151 -0.204 -0.527 -0.239
O -5.401097 -2.858976 1.441812 -0.247 0.276 0.550 -0.536
H -8.062097 -1.014056 0.429583 0.042 0.165 0.267 0.306
H -7.859617 -1.903806 2.007122 0.341 0.590 0.103 0.296
H -8.034327 -2.746956 0.547673 0.021 -0.135 -0.212 0.251
H -5.602637 -0.897996 0.740993 -0.123 0.158 0.529 0.343
H -5.875657 -2.172586 -0.356597 -0.543 0.160 -0.451 0.203
H -4.539947 -2.490456 1.652083 0.208 -0.170 0.134 0.329

***

| no. | E_HOMO (eV) |
| --- | --- |
| 1 | -9.083 |
| 2 | -8.970 |
| 3 | -2.258 |